Record 1
The following is a DFT calculation (ωB97M-V/def2-TZVPD) of C40H32N6O4ReS2 as an isolated structure in a non-equilibrium geometry.

Element x y z (Å)
Re1 -0.7827 -0.4113 0.7569
C1 -5.7442 -1.7282 -1.6899
C2 -5.3131 -2.5992 -0.7013
C3 -3.9946 -2.5977 -0.3041
C4 -3.0677 -1.7179 -0.8861
C5 -3.5282 -0.8030 -1.8337
C6 -4.8511 -0.8199 -2.2343
N1 -1.7441 -1.7858 -0.4573
C7 -1.2638 -3.0459 -0.2586
C8 -1.6008 -4.1532 -1.0521
C9 -1.1342 -5.4018 -0.7172
C10 -0.3222 -5.5963 0.4054
C11 0.0514 -4.5282 1.1887
C12 -0.3969 -3.2465 0.8543
N2 -0.1428 -2.0990 1.5459
N3 0.4354 -2.1419 2.7012
C13 0.6675 -0.9221 3.2215
C14 1.3689 -0.7873 4.4314
C15 1.6287 0.4683 4.9225
C16 1.1823 1.5811 4.2070
C17 0.4882 1.3822 3.0332
N4 0.2293 0.1759 2.5428
H1 -6.7758 -1.7415 -2.0095
H2 -6.0073 -3.2827 -0.2346
H3 -3.6617 -3.2465 0.4924
H4 -2.8411 -0.1017 -2.2761
H5 -5.1895 -0.1244 -2.9881
H6 -2.2008 -3.9972 -1.9356
H7 -1.4016 -6.2462 -1.3339
H8 0.0239 -6.5919 0.6414
H9 0.6993 -4.6458 2.0438
H10 1.6869 -1.6882 4.9265
H11 2.1791 0.5990 5.8424
H12 1.3583 2.5833 4.5585
H13 0.1290 2.2192 2.4491
C18 -2.4773 3.6641 0.3238
C19 -2.1446 2.2975 0.8459
N5 -1.3792 1.5141 0.1095
N6 -0.8804 2.1318 -0.9891
C20 -0.4409 1.5690 -2.0501
S1 -0.3860 -0.0053 -2.6457
S2 0.1108 2.7480 -3.3049
C21 1.9500 2.6440 -3.1586
C22 2.5353 1.4802 -3.8805
C23 2.6871 0.2613 -3.2337
C24 3.2449 -0.8188 -3.8902
C25 3.6406 -0.6980 -5.2101
C26 3.4797 0.5105 -5.8678
C27 2.9273 1.5942 -5.2101
C28 -2.6700 1.9187 2.1359
C29 -3.0267 2.9323 3.0438
C30 -3.5998 2.6574 4.2605
C31 -3.8797 1.3377 4.6178
C32 -3.5444 0.3194 3.7657
C33 -2.8953 0.5603 2.5326
O1 -2.5497 -0.4610 1.8249
H14 -2.4903 3.6463 -0.7626
H15 -1.6996 4.3677 0.6208
H16 -3.4363 4.0135 0.6905
H17 2.1708 2.6370 -2.0951
H18 2.2772 3.5825 -3.6028
H19 2.3753 0.1580 -2.2098
H20 3.3716 -1.7503 -3.3616
H21 4.0785 -1.5422 -5.7228
H22 3.7909 0.6074 -6.8975
H23 2.8013 2.5365 -5.7257
H24 -2.7917 3.9571 2.8001
H25 -3.8314 3.4594 4.9437
H26 -4.3486 1.1202 5.5679
H27 -3.7201 -0.7118 4.0292
O2 2.3214 2.3999 0.2187
C34 3.4647 1.7102 0.0018
C35 4.6278 2.4424 -0.2238
C36 5.8189 1.7987 -0.4873
C37 5.8791 0.4122 -0.4827
C38 4.7365 -0.3228 -0.2382
C39 3.5149 0.3078 -0.0150
C40 2.2834 -0.5210 0.1893
O3 2.3269 -1.6857 0.5405
O4 1.1715 0.1189 -0.0458
H28 1.5922 1.7377 0.1882
H29 4.5652 3.5197 -0.1979
H30 6.7059 2.3774 -0.7031
H31 6.8172 -0.0898 -0.6694
H32 4.7613 -1.4022 -0.2217

Values from the calculation:
Max |F|, hartree/bohr: 0.0630
2S+1: 2
E_HOMO (alpha / beta), eV: -6.57 / -7.08
Gap between HOMO and LUMO (alpha / beta), eV: 3.931 / 5.143

---

Record 2
The following is a DFT calculation (ωB97M-V/def2-TZVPD) of C40H32O3PdTe as an isolated structure in a non-equilibrium geometry.

Element x y z (Å)
Pd1 0.7674 -0.2924 1.7217
O1 -1.6278 0.1321 1.2624
C1 -1.8899 1.5054 1.6584
C2 -0.6062 2.3693 1.3151
O2 -0.7177 3.4113 0.6843
O3 0.4670 1.8796 1.7730
C3 -3.1480 2.0241 1.0023
C4 -3.4956 3.3652 1.1602
C5 -4.6587 3.8584 0.6030
C6 -5.4973 3.0256 -0.1238
C7 -5.1675 1.6924 -0.2707
C8 -4.0034 1.1940 0.2968
C9 -2.1150 1.4305 3.1641
C10 -1.3987 2.1929 4.0836
C11 -1.6736 2.0891 5.4405
C12 -2.6643 1.2295 5.8876
C13 -3.3811 0.4733 4.9724
C14 -3.1060 0.5719 3.6216
H1 -1.7611 0.0432 0.3111
H2 -2.8396 4.0206 1.7097
H3 -4.9088 4.9017 0.7325
H4 -6.4017 3.4198 -0.5653
H5 -5.8181 1.0283 -0.8227
H6 -3.8008 0.1347 0.1959
H7 -0.6189 2.8570 3.7377
H8 -1.1132 2.6881 6.1457
H9 -2.8827 1.1531 6.9447
H10 -4.1615 -0.1917 5.3168
H11 -3.6671 -0.0150 2.9109
Te1 2.2007 0.1411 3.9950
C15 3.9532 -1.0299 4.0233
C16 4.6576 -1.1855 2.8303
C17 5.8199 -1.9394 2.7950
C18 6.2839 -2.5423 3.9506
C19 5.5926 -2.3889 5.1409
C20 4.4342 -1.6330 5.1803
C21 0.8223 -1.4365 3.8517
C22 -0.4148 -1.4100 4.4852
C23 -1.3272 -2.4306 4.2451
C24 -1.0098 -3.4675 3.3807
C25 0.2277 -3.5045 2.7602
C26 1.1530 -2.4922 2.9963
H12 4.2865 -0.7007 1.9358
H13 6.3641 -2.0505 1.8668
H14 7.1900 -3.1306 3.9226
H15 5.9589 -2.8551 6.0448
H16 3.9062 -1.5176 6.1171
H17 -0.6725 -0.5767 5.1313
H18 -2.2926 -2.4067 4.7297
H19 -1.7328 -4.2491 3.1932
H20 0.4885 -4.3105 2.0873
H21 2.1600 -2.5661 2.5939
C27 3.9782 1.8605 -4.3697
C28 3.6623 2.8907 -3.4987
C29 3.0794 2.6079 -2.2773
C30 2.7996 1.2921 -1.9048
C31 3.1200 0.2649 -2.7875
C32 3.7036 0.5502 -4.0079
C33 2.1763 1.0723 -0.5989
C34 1.7115 -0.0658 -0.1148
C35 1.5556 -1.4600 -0.4737
C36 2.5710 -2.4063 -0.2300
C37 2.3469 -3.7448 -0.4670
C38 1.1113 -4.1769 -0.9347
C39 0.0959 -3.2612 -1.1762
C40 0.3083 -1.9147 -0.9479
H22 4.4358 2.0770 -5.3255
H23 3.8671 3.9168 -3.7709
H24 2.8238 3.4096 -1.5987
H25 2.9183 -0.7651 -2.5324
H26 3.9464 -0.2582 -4.6850
H27 2.0370 1.9531 0.0259
H28 3.5280 -2.0636 0.1425
H29 3.1355 -4.4636 -0.2907
H30 0.9438 -5.2302 -1.1162
H31 -0.8616 -3.5986 -1.5478
H32 -0.4708 -1.1906 -1.1548

Values from the calculation:
Max |F|, hartree/bohr: 0.0523
E_HOMO (alpha / beta), eV: -7.08 / -7.08
Gap between HOMO and LUMO (alpha / beta), eV: 5.797 / 5.797

---

Record 3
The following is a DFT calculation (ωB97M-V/def2-TZVPD) of C40H33BF4IN6O4SSc as an isolated structure.

Element x y z (Å)
Sc1 0.0030 -0.2745 -0.0763
C1 -0.2491 -4.3464 -1.6490
C2 -1.4476 -3.5292 -2.0173
N1 -2.1896 -3.9023 -3.0351
C3 -3.2629 -3.1630 -3.3724
C4 -3.6571 -2.0362 -2.6968
C5 -4.8893 -1.2887 -3.1245
O1 -5.9474 -1.3727 -2.1693
C6 -2.8727 -1.6162 -1.5990
C7 -3.2907 -0.5067 -0.7617
N2 -2.5072 0.1293 0.0282
C8 -3.1244 1.1035 0.8559
C9 -3.8494 2.1626 0.3224
C10 -4.3917 3.1247 1.1588
C11 -4.2055 3.0403 2.5302
C12 -3.5049 1.9724 3.0746
C13 -2.9826 1.0056 2.2352
I1 -2.0577 -0.6888 3.0068
C14 -1.7427 -2.3602 -1.2534
O2 -0.9577 -2.0311 -0.2573
H1 -0.1908 -5.2138 -2.3015
H2 -0.3104 -4.6710 -0.6071
H3 0.6627 -3.7538 -1.7491
H4 -3.8260 -3.5062 -4.2344
H5 -5.2169 -1.6613 -4.0992
H6 -4.6857 -0.2221 -3.2354
H7 -6.1108 -2.3048 -1.9907
H8 -4.3522 -0.2550 -0.7828
H9 -3.9506 2.2424 -0.7534
H10 -4.9409 3.9546 0.7333
H11 -4.6078 3.8030 3.1837
H12 -3.3630 1.8948 4.1434
C15 4.6699 -1.8871 4.3083
C16 3.6879 -0.8644 3.8099
C17 2.3616 -0.8896 4.2336
C18 1.4480 0.0406 3.7667
C19 1.8440 0.9910 2.8375
C20 3.1732 1.0675 2.4452
C21 4.0816 0.1406 2.9290
S1 0.7234 2.2693 2.3290
O3 1.5490 3.4147 2.0265
O4 -0.2391 2.4010 3.3968
N3 -0.0002 1.7376 0.9631
C22 -0.6305 2.7466 0.2225
C23 -1.0178 3.9837 0.7030
C24 -1.6196 4.9410 -0.1305
C25 -1.8694 4.6906 -1.4488
C26 -1.5180 3.4321 -1.9819
C27 -1.7674 3.0769 -3.3274
C28 -1.4249 1.8388 -3.7841
C29 -0.8240 0.9315 -2.8942
N4 -0.5758 1.2293 -1.6380
C30 -0.9089 2.4667 -1.1534
H13 4.6340 -1.9704 5.3952
H14 5.6889 -1.6320 4.0193
H15 4.4397 -2.8730 3.8972
H16 2.0435 -1.6338 4.9555
H17 0.4357 0.0560 4.1428
H18 3.4914 1.8569 1.7781
H19 5.1185 0.2021 2.6182
H20 -0.8664 4.2314 1.7427
H21 -1.8929 5.8953 0.3023
H22 -2.3306 5.4305 -2.0909
H23 -2.2307 3.8053 -3.9828
H24 -1.5954 1.5369 -4.8076
H25 -0.5563 -0.0596 -3.2345
C31 1.9155 -3.9042 1.8253
C32 3.2152 -3.8833 1.3446
C33 3.6603 -2.7746 0.6509
C34 2.7942 -1.7066 0.4552
N5 1.5308 -1.7435 0.8962
C35 1.1045 -2.8199 1.5599
C36 3.2036 -0.4562 -0.2328
C37 4.5019 -0.2114 -0.6478
C38 4.8050 1.0199 -1.2027
C39 3.8091 1.9719 -1.3164
C40 2.5341 1.6410 -0.8952
N6 2.2367 0.4541 -0.3740
H26 1.5243 -4.7519 2.3698
H27 3.8745 -4.7274 1.5008
H28 4.6641 -2.7471 0.2558
H29 0.0652 -2.8080 1.8597
H30 5.2700 -0.9616 -0.5380
H31 5.8122 1.2323 -1.5362
H32 4.0016 2.9502 -1.7326
H33 1.7248 2.3541 -0.9642
F1 0.8565 -1.1619 -1.8423
B1 1.6924 -1.3004 -3.0924
F2 2.1878 -0.0380 -3.3716
F3 2.6854 -2.2043 -2.7644
F4 0.8272 -1.7564 -4.0626

Values from the calculation:
Max |F|, hartree/bohr: 0.0042
E_HOMO, eV: -7.88
Gap between HOMO and LUMO, eV: 7.271